{"formula": "C3H8O3", "method": "the ωB97M-V functional and the def2-TZVPD basis", "symbols": ["C", "O", "C", "H", "H", "H", "H", "H", "H", "O", "C", "O", "H", "H"], "positions_angstrom": [[3.51800, 0.15514, -0.41799], [2.40874, -0.56463, 0.11644], [3.64064, -0.09548, -1.91299], [4.49071, -0.14758, 0.04574], [3.40335, 1.25890, -0.24283], [1.88658, 0.09130, 0.67876], [4.31500, -0.90714, -2.12701], [4.03491, 0.81423, -2.51438], [2.82893, -0.69042, -2.30992], [-3.20274, 0.95440, 0.08482], [-3.75221, -0.05690, 0.48606], [-3.42335, -0.40192, 1.72756], [-4.29429, -0.81256, -0.12565], [-3.36495, 0.47374, 2.23429]], "nbo_charge": [-0.069, -0.725, -0.662, 0.161, 0.160, 0.475, 0.208, 0.216, 0.236, -0.581, 0.624, -0.688, 0.143, 0.503], "de_lowest_kcal_mol": 47.1, "molar_mass_g_mol": 92.09, "orbital_gap_ev": 10.863, "lumo_ev": 0.7, "multiplicity": 1, "total_energy_ha": -344.7734, "smiles": "O=CO.CCO"}

---

{"formula": "C3H8O3", "method": "the ωB97M-V functional and the def2-TZVPD basis", "symbols": ["C", "C", "C", "H", "H", "H", "H", "H", "H", "H", "H", "O", "O", "O"], "positions_angstrom": [[-1.24082, -0.10773, 0.75702], [-0.03494, 0.78441, 0.42652], [1.34083, 0.05641, 0.62946], [-0.50113, -1.45181, -0.56668], [-1.11742, -0.71855, 1.68626], [-2.14425, 0.50104, 0.69564], [-0.07060, 1.63918, 1.10625], [-0.92464, 0.72359, -1.23795], [2.17008, 0.82235, 0.50619], [1.42906, -0.37551, 1.60767], [1.26332, -0.30057, -1.19739], [-1.37316, -1.00874, -0.39646], [-0.18239, 1.26350, -0.88322], [1.49371, -0.90954, -0.40507]], "nbo_charge": [-0.099, 0.040, -0.092, 0.493, 0.187, 0.193, 0.173, 0.493, 0.168, 0.186, 0.482, -0.763, -0.729, -0.732], "de_lowest_kcal_mol": 34.1, "molar_mass_g_mol": 92.09, "orbital_gap_ev": 10.992, "lumo_ev": 0.8, "multiplicity": 1, "total_energy_ha": -344.7940, "smiles": "OCC(O)CO"}

---

{"formula": "C3H8O3", "method": "the ωB97M-V functional and the def2-TZVPD basis", "symbols": ["C", "O", "C", "H", "H", "H", "H", "H", "H", "O", "C", "O", "H", "H"], "positions_angstrom": [[0.05917, 1.83205, 0.54751], [1.04313, 1.82792, -0.47151], [-0.95098, 0.74390, 0.29412], [0.48475, 1.74644, 1.54168], [-0.48189, 2.78918, 0.51360], [1.59199, 2.61398, -0.42525], [-0.52165, -0.25449, 0.25963], [-1.64036, 0.81858, 1.14860], [-1.62727, 0.83489, -0.54845], [-0.70376, -2.72048, -1.62991], [0.27599, -2.63494, -0.96034], [0.25007, -2.82876, 0.37549], [1.28018, -2.52265, -1.38538], [0.94063, -2.24562, 0.74020]], "nbo_charge": [-0.061, -0.731, -0.622, 0.155, 0.156, 0.470, 0.198, 0.211, 0.221, -0.533, 0.633, -0.683, 0.100, 0.484], "de_lowest_kcal_mol": 29.4, "molar_mass_g_mol": 92.09, "orbital_gap_ev": 11.070, "lumo_ev": 0.6, "multiplicity": 1, "total_energy_ha": -344.8016, "smiles": "O=CO.CCO"}

---

{"formula": "C3H8O3Yb", "method": "the ωB97M-V functional and the def2-TZVPD basis", "symbols": ["O", "C", "C", "O", "C", "Yb", "H", "H", "H", "H", "H", "H", "O", "H", "H"], "positions_angstrom": [[0.28501, -1.92799, 1.09273], [1.32765, -1.03316, 0.87422], [0.84857, 0.30391, 0.31116], [0.08539, -0.04792, -0.86544], [-0.23338, 1.04004, -1.71301], [-1.41167, -1.60508, 0.03461], [2.01629, -1.48415, 0.12807], [1.88967, -0.80763, 1.80148], [1.69647, 0.93580, 0.00674], [0.69258, 1.55818, -2.00081], [-0.77127, 0.63309, -2.57643], [-0.88643, 1.76463, -1.20256], [-2.55526, -0.03975, 1.14970], [-3.08831, -0.22567, 1.92182], [0.10470, 0.93570, 1.03773]], "nbo_charge": [-0.994, -0.072, -0.117, -0.624, -0.252, 1.651, 0.147, 0.161, 0.181, 0.182, 0.188, 0.195, -1.308, 0.450, 0.211], "de_lowest_kcal_mol": 0.0, "molar_mass_g_mol": 265.13, "orbital_gap_ev": [6.381, 6.380], "lumo_ev": [-0.5, -0.5], "multiplicity": 1, "total_energy_ha": -1503.4886}

---

{"formula": "C3H8O4", "method": "the ωB97M-V functional and the def2-TZVPD basis", "symbols": ["O", "O", "O", "C", "C", "C", "H", "H", "H", "H", "H", "H", "O", "H", "H"], "positions_angstrom": [[1.50906, -3.36675, 1.48655], [1.05253, -1.87705, -0.22994], [-0.66162, -0.39858, -0.39406], [1.61926, -2.98145, 0.33345], [0.20813, 0.70176, -0.65573], [-0.13713, -1.45460, 0.36507], [2.37440, -3.35211, -0.38769], [0.91269, 0.53664, -1.48815], [0.78747, 0.90970, 0.25955], [-0.41078, 1.58458, -0.88852], [-0.03987, -1.10124, 1.40963], [-0.91492, -2.24213, 0.34723], [-1.82908, 4.51003, -0.29969], [-2.76491, 4.78383, -0.16734], [-1.70524, 3.74739, 0.30965]], "nbo_charge": [-0.561, -0.516, -0.539, 0.645, -0.260, 0.221, 0.126, 0.184, 0.167, 0.197, 0.157, 0.177, -0.941, 0.472, 0.469], "de_lowest_kcal_mol": 38.0, "molar_mass_g_mol": 108.09, "orbital_gap_ev": 11.067, "lumo_ev": 0.7, "multiplicity": 1, "total_energy_ha": -420.0309, "smiles": "COCOC=O.O"}

---

{"formula": "C3H8O4S", "method": "the ωB97M-V functional and the def2-TZVPD basis", "symbols": ["C", "C", "C", "O", "O", "O", "O", "S", "H", "H", "H", "H", "H", "H", "H", "H"], "positions_angstrom": [[-3.34496, 0.66587, 0.17700], [2.43804, 0.11931, -0.83545], [1.98339, -0.79838, 0.36769], [-1.08360, 1.44886, 1.85401], [-0.89626, 0.92362, -0.60730], [1.90282, 1.36891, -0.73496], [1.21779, -0.51066, 1.23581], [-1.64545, 1.72973, 0.36196], [-3.17858, -0.07446, -0.58988], [-3.87383, 0.26008, 1.07281], [-3.96506, 1.52764, -0.19443], [2.02648, -0.38632, -1.67860], [3.47547, 0.21860, -0.91504], [2.54418, -1.80115, 0.28825], [0.94407, 1.26016, -0.67628], [-0.12960, 1.00783, 1.70466]], "nbo_charge": [-0.784, -0.156, 0.456, -0.912, -0.997, -0.719, -0.552, 1.488, 0.234, 0.230, 0.210, 0.177, 0.198, 0.093, 0.496, 0.540], "de_lowest_kcal_mol": 39.3, "molar_mass_g_mol": 140.16, "orbital_gap_ev": 10.252, "lumo_ev": 0.9, "multiplicity": 1, "total_energy_ha": -818.1734}

---

{"formula": "C3H8OS", "method": "the ωB97M-V functional and the def2-TZVPD basis", "symbols": ["C", "C", "C", "H", "H", "H", "H", "H", "H", "H", "H", "O", "S"], "positions_angstrom": [[0.46137, 0.02202, 2.18645], [-0.83003, 0.44978, -0.20898], [0.02247, -0.52232, -2.11748], [0.22922, -0.17573, 3.42247], [1.05983, -0.88119, 1.79451], [1.42358, 0.59042, 2.12896], [0.15094, 1.00085, -0.52608], [-1.48723, 1.25027, -0.61218], [0.00175, -1.68670, -2.33476], [1.01208, -0.35674, -1.59409], [-0.24005, 0.37470, -2.95286], [-0.70709, -0.76587, -0.78686], [-1.09683, 0.70052, 1.60089]], "nbo_charge": [-0.824, -0.198, -0.324, 0.229, 0.241, 0.216, 0.143, 0.181, 0.232, 0.195, 0.225, -0.550, 0.234], "de_lowest_kcal_mol": 82.1, "molar_mass_g_mol": 92.16, "orbital_gap_ev": 9.694, "lumo_ev": 0.9, "multiplicity": 1, "total_energy_ha": -592.3872, "smiles": "COCSC"}

---

{"formula": "C3H8OS", "method": "the ωB97M-V functional and the def2-TZVPD basis", "symbols": ["O", "C", "H", "H", "C", "S", "C", "H", "H", "H", "H", "H", "H"], "positions_angstrom": [[2.53279, 0.14930, -0.14123], [2.33499, 1.20670, 0.40583], [1.88347, 2.07059, -0.10781], [2.49665, 1.28205, 1.48878], [-0.40520, -1.27851, 0.84327], [-0.98800, 0.42085, 0.52007], [-1.58573, 0.25635, -1.19686], [0.56679, -1.41187, 0.37306], [-0.30269, -1.35307, 1.92577], [-1.19724, -1.97031, 0.55466], [-2.04687, 1.18849, -1.52752], [-2.38503, -0.47830, -1.15645], [-0.90392, -0.08227, -1.98157]], "nbo_charge": [-0.520, 0.281, 0.118, 0.108, -0.737, 0.158, -0.745, 0.234, 0.227, 0.217, 0.230, 0.210, 0.219], "de_lowest_kcal_mol": 21.2, "molar_mass_g_mol": 92.16, "orbital_gap_ev": 9.494, "lumo_ev": 0.9, "multiplicity": 1, "total_energy_ha": -592.4843, "smiles": "C=O.CSC"}